Here is a structure of composition C44H33AsO5PPdS from the OMol25 dataset. Energies are from ωB97M-V/def2-TZVPD.

Structure (XYZ):
```
86
Properties=species:S:1:pos:R:3:forces:R:3
Pd 0.362174 -0.446431 -0.705974 0.65 -0.28 -0.59
S 2.737392 -0.182201 -0.771032 -0.26 0.04 0.04
C 3.166828 1.519675 -0.702454 -0.08 -0.04 -0.03
C 4.498438 1.814691 -0.372599 0.06 0.13 0.00
C 4.964108 3.116059 -0.312538 0.00 -0.11 0.01
C 4.102557 4.172083 -0.579667 -0.03 0.04 -0.02
C 2.781163 3.900184 -0.899056 0.01 0.12 0.00
C 2.294172 2.596069 -0.965029 0.00 -0.09 0.02
As 0.373044 2.277537 -1.142984 -0.02 0.23 0.14
C 0.261858 1.393655 -2.881963 0.01 -0.02 -0.10
C -0.932438 0.735435 -3.184314 0.06 0.06 0.04
C -1.085648 0.082276 -4.398793 0.03 -0.05 -0.07
C -0.044429 0.072489 -5.315376 -0.07 -0.01 0.01
C 1.152496 0.708758 -5.013743 0.06 0.03 0.05
C 1.308831 1.362469 -3.799567 -0.03 -0.05 -0.06
C -0.175348 4.087035 -1.730689 0.06 0.00 -0.01
C -0.013970 4.584419 -3.021326 -0.01 -0.07 0.00
C -0.425339 5.870387 -3.340895 -0.01 0.03 0.00
C -1.003773 6.679554 -2.370474 0.01 -0.01 -0.02
C -1.175166 6.192123 -1.083411 -0.01 0.01 0.03
C -0.767229 4.901396 -0.769519 0.02 -0.01 0.00
H 5.161309 0.985329 -0.157281 0.00 0.00 0.00
H 5.999576 3.304670 -0.051862 -0.01 0.00 0.00
H 4.450757 5.196999 -0.536349 0.00 0.00 0.00
H 2.112499 4.730834 -1.093128 0.01 -0.03 0.00
H -1.738008 0.718306 -2.457307 -0.02 0.04 -0.01
H -2.011292 -0.436153 -4.614733 0.01 0.00 -0.01
H -0.157407 -0.447108 -6.259272 0.00 0.00 0.01
H 1.972823 0.679777 -5.721085 0.00 0.01 0.01
H 2.252561 1.832066 -3.547554 0.01 0.01 -0.01
H 0.434399 3.958501 -3.784175 0.01 0.01 -0.01
H -0.294199 6.244024 -4.349710 0.00 0.00 0.00
H -1.323621 7.683872 -2.620759 0.00 0.00 0.00
H -1.631835 6.813646 -0.322037 0.00 0.00 -0.01
H -0.906374 4.518028 0.236499 0.00 0.00 0.00
O -3.971245 -0.133077 0.131083 -0.03 0.06 0.09
C -2.968371 -0.372837 0.765427 -0.04 -0.10 -0.28
O -1.748259 -0.064694 0.366125 -0.23 -0.08 0.14
C -2.940415 -1.044068 2.093249 0.18 -0.02 0.20
C -4.081054 -1.357401 2.813691 0.03 0.03 -0.07
C -3.941904 -1.996125 4.034528 -0.02 -0.03 0.06
C -2.673792 -2.324164 4.499471 -0.02 -0.02 0.03
C -1.535093 -2.017216 3.763748 -0.03 0.05 -0.09
C -1.662121 -1.349897 2.552570 -0.26 -0.05 -0.19
P -0.346400 -0.849741 1.333736 0.07 0.16 0.59
C 0.082794 0.810321 2.074222 0.03 0.01 0.01
C -0.903078 1.671773 2.553164 0.00 -0.07 -0.04
C -0.582837 2.949524 2.987376 -0.01 0.06 0.03
C 0.732157 3.394810 2.951109 -0.03 -0.01 0.01
C 1.726411 2.539499 2.500497 0.03 -0.04 -0.03
C 1.400645 1.260078 2.073510 -0.02 0.01 -0.02
C 1.093418 -1.840866 2.006069 -0.04 0.09 -0.03
C 1.615192 -1.555745 3.266535 -0.01 0.03 0.02
C 2.703248 -2.255539 3.772305 -0.02 -0.02 -0.01
C 3.294675 -3.254470 3.015313 0.01 0.00 0.01
C 2.798195 -3.534155 1.750051 0.02 -0.02 -0.04
C 1.713945 -2.830904 1.249409 -0.03 0.00 0.03
H -5.051217 -1.102030 2.406686 0.01 0.00 -0.01
H -4.817230 -2.249212 4.620184 0.01 0.00 0.01
H -2.569492 -2.840431 5.446793 0.01 0.00 -0.01
H -0.568450 -2.321079 4.134174 0.07 0.00 0.01
H -1.938873 1.358616 2.575305 0.01 0.01 0.00
H -1.368794 3.604163 3.346235 0.00 0.00 -0.01
H 0.977654 4.401134 3.268905 0.00 0.00 0.00
H 2.756595 2.871666 2.444873 -0.01 0.00 0.00
H 2.177270 0.613886 1.685998 0.04 0.00 -0.01
H 1.190052 -0.752613 3.856159 -0.03 -0.04 0.02
H 3.091754 -2.007611 4.752925 0.00 0.00 0.00
H 4.148611 -3.798777 3.400338 0.00 0.00 0.00
H 3.268737 -4.291968 1.135406 0.00 0.00 0.01
H 1.369821 -3.036110 0.244607 0.01 0.00 0.01
O -0.429711 -4.868692 -2.899673 0.06 0.05 -0.03
C -1.365027 -5.225303 -1.984839 -0.07 -0.03 0.09
C -2.040000 -6.439573 -2.106192 0.01 0.01 0.00
C -2.981283 -6.823338 -1.167740 0.02 0.00 -0.02
C -3.255653 -6.001416 -0.085726 -0.07 -0.02 0.08
C -2.579631 -4.800131 0.041729 0.03 0.00 -0.06
C -1.637982 -4.385133 -0.897055 0.06 0.00 -0.08
C -0.970052 -3.045251 -0.710570 -0.16 0.02 -0.17
O -1.058169 -2.598035 0.487093 0.14 -0.06 0.10
O -0.433655 -2.465984 -1.656590 -0.16 0.05 0.19
H -0.351610 -5.571449 -3.552712 -0.02 -0.01 0.01
H -1.815759 -7.084402 -2.950275 0.00 0.00 0.00
H -3.496152 -7.769146 -1.284356 0.00 0.00 0.00
H -3.989204 -6.293344 0.654641 0.01 0.00 -0.01
H -2.769609 -4.143987 0.880628 0.00 0.00 0.00
```
Positions in Å, forces in eV/Å.

Results
**Net charge**: -1
**Total energy**: -5176.0385 Eh